Entry from OMol25: a structure of composition C17H25B2F4MnN7OS7 in a non-equilibrium geometry (ωB97M-V with the def2-TZVPD basis set).

Values from the calculation:
Highest occupied orbital energy (alpha / beta)   -0.900 / -0.920 eV
Electronic energy   -5509.3565 hartree
Net charge   -2
Expectation value of S²   8.76
LUMO level (alpha / beta)   0.16018 / 0.16008 Eh
2S+1   6

```
64
Properties=species:S:1:pos:R:3:forces:R:3:mulliken_charge:R:1
Mn -0.511 -0.178 0.222 -0.132 -1.174 1.093 0.238
O -6.334 3.634 2.456 -0.523 0.408 0.083 -0.671
C -5.412 2.883 2.235 0.366 -0.271 -0.073 0.610
S -5.460 1.574 1.066 0.154 -0.130 -0.057 -0.192
C -3.823 0.938 1.332 -0.044 0.697 0.670 -0.098
C -3.084 1.596 2.260 -0.769 0.007 -0.332 0.012
S -1.482 1.179 2.699 0.781 -0.028 0.315 -0.421
S -3.859 2.981 3.047 0.154 -0.129 -0.047 -0.237
S -3.307 -0.432 0.456 0.208 -0.576 -0.871 -0.378
C 1.249 -2.991 -2.156 -0.577 -0.133 -0.351 -1.046
N 2.301 -2.490 -1.326 0.462 0.304 0.583 0.395
C 3.165 -3.255 -0.589 0.376 -0.204 0.216 -0.465
C 4.020 -2.406 0.026 0.140 -0.517 0.082 -0.821
N 3.694 -1.126 -0.317 -0.313 -0.254 -0.245 0.029
B 4.565 0.096 0.030 -0.172 0.046 -0.021 0.978
N 3.690 1.332 0.342 -0.255 0.217 0.203 0.059
C 3.997 2.599 -0.051 0.086 0.562 -0.119 -0.658
C 3.065 3.450 0.442 0.353 0.149 -0.214 -0.535
N 2.178 2.695 1.159 0.567 -0.324 -0.521 0.352
C 1.034 3.194 1.863 -0.511 0.070 0.123 -1.039
C 2.560 1.393 1.063 -0.158 0.003 0.625 -0.215
S 1.756 0.127 1.841 -0.409 -0.541 0.134 -0.375
C 2.616 -1.182 -1.121 0.066 0.106 -0.539 -0.327
S 1.787 0.100 -1.829 -0.458 0.500 -0.257 -0.318
H 1.618 -3.824 -2.758 0.059 0.015 0.039 0.380
H 0.907 -2.193 -2.815 0.013 -0.106 0.113 0.295
H 0.405 -3.331 -1.551 0.012 0.058 -0.100 0.245
H 3.083 -4.323 -0.562 0.010 -0.152 0.052 0.467
H 4.841 -2.609 0.685 0.058 -0.025 0.108 0.457
H 5.248 0.365 -0.926 0.213 0.194 -0.154 -0.251
H 5.221 -0.171 0.998 0.232 -0.202 0.222 -0.251
H 4.862 2.805 -0.646 0.109 -0.009 -0.168 0.460
H 2.951 4.510 0.343 0.027 0.182 -0.024 0.432
H 1.217 4.227 2.158 0.072 0.010 -0.004 0.374
H 0.847 2.576 2.741 0.012 0.081 -0.114 0.412
H 0.144 3.139 1.232 0.092 0.033 0.245 0.170
N -1.926 -4.212 2.421 -0.237 -0.041 0.005 -0.537
C -1.419 -2.956 2.219 -0.210 0.221 0.700 0.518
N -1.914 -1.952 2.933 0.181 -0.510 -0.213 -0.016
S -0.107 -2.784 1.203 0.442 0.342 -0.561 -0.362
H -2.886 -4.281 2.725 0.040 0.001 -0.022 0.211
H -1.641 -4.879 1.721 -0.115 0.106 0.022 0.258
H -2.826 -2.034 3.360 0.084 0.066 -0.087 0.251
H -1.606 -0.984 2.712 -0.329 -0.141 0.276 -0.340
F -1.233 -1.185 -1.635 0.215 0.096 0.035 0.537
B -1.939 -1.734 -2.775 0.051 -0.093 0.202 0.078
F -1.086 -1.760 -3.861 0.710 0.092 -0.608 -0.370
F -2.335 -3.014 -2.467 -0.203 -0.738 0.327 -0.372
F -3.014 -0.931 -3.070 -0.708 0.662 -0.074 -0.385
C -1.417 1.934 -3.793 0.094 -0.156 0.090 -1.474
C -1.812 2.774 -2.572 -0.417 0.405 -0.708 2.465
C -1.294 4.214 -2.726 0.085 -0.124 0.220 -1.912
C -3.330 2.744 -2.354 -0.002 -0.086 0.126 -1.600
C -1.186 2.178 -1.413 0.822 -0.508 1.625 -1.086
N -0.681 1.716 -0.479 -0.744 1.577 -1.880 0.766
H -1.811 2.390 -4.700 -0.064 0.113 -0.026 0.449
H -1.814 0.928 -3.705 -0.064 -0.136 -0.016 0.200
H -0.334 1.858 -3.868 0.116 0.011 -0.072 0.360
H -1.725 4.675 -3.614 -0.088 -0.081 -0.059 0.414
H -0.211 4.208 -2.830 0.100 0.061 -0.026 0.399
H -1.557 4.818 -1.859 -0.016 0.035 0.050 0.401
H -3.838 3.161 -3.221 0.036 0.066 -0.140 0.443
H -3.609 3.321 -1.473 -0.023 0.009 0.061 0.366
H -3.663 1.719 -2.212 -0.055 -0.114 0.057 0.272
```
Forces are in eV/Å.

Entry from OMol25: a cluster of 2 separate species, C4H10O in total in a non-equilibrium geometry (ωB97M-V with the def2-TZVPD basis set).

Values from the calculation:
SMILES   C=C.CCO
Highest occupied orbital energy   -10.177 eV
Electronic energy   -233.5592 hartree
LUMO level   0.03494 Eh
2S+1   1

```
15
Properties=species:S:1:pos:R:3:forces:R:3:mulliken_charge:R:1
C -2.402 1.025 -0.512 3.568 1.413 -0.061 -0.173
C -3.359 0.149 -0.434 -3.364 -1.093 -1.845 -0.483
H -1.340 0.650 -0.365 -1.354 0.449 -0.304 -0.052
H -2.388 2.138 -0.769 -0.808 -1.682 0.731 0.240
H -3.273 -0.946 -0.550 0.723 0.639 0.942 0.248
H -4.436 0.390 -0.672 1.172 0.278 0.541 0.224
C 2.000 -0.240 1.109 0.096 -0.383 -1.853 -0.248
O 2.930 -1.353 1.164 -0.614 0.356 0.520 -0.511
C 1.370 -0.264 -0.349 -0.187 1.747 0.801 -0.883
H 1.226 -0.216 1.952 1.176 -0.635 -1.272 0.269
H 2.579 0.669 1.166 0.151 0.493 0.380 0.252
H 3.440 -1.303 0.340 -0.232 -0.042 0.448 0.306
H 0.648 -1.080 -0.359 -0.164 0.207 -0.414 0.259
H 0.896 0.774 -0.522 0.345 -1.767 0.124 0.155
H 2.108 -0.392 -1.198 -0.510 0.018 1.261 0.398
```
Forces are in eV/Å.

Entry from OMol25: a cluster of 9 separate species, C27H51F5O31P4 in total in a non-equilibrium geometry (ωB97M-V with the def2-TZVPD basis set).

Values from the calculation:
SMILES   O=C1OC[C@@H](F)O1.O=C1OC[C@@H](F)O1.O=C1OC[C@@H](F)O1.O=C1OC[C@@H](F)O1.O=C1OC[C@@H](F)O1.COP(=O)(OC)OC.COP(=O)(OC)OC.COP(=O)(OC)OC.COP(=O)(OC)OC
Highest occupied orbital energy   -10.276 eV
Electronic energy   -5256.7571 hartree
LUMO level   0.00282 Eh
2S+1   1

```
118
Properties=species:S:1:pos:R:3:forces:R:3:mulliken_charge:R:1
C -1.885 2.510 -5.803 2.277 -0.236 -2.656 -0.346
C -0.510 2.642 -6.563 0.134 -1.405 4.217 0.194
O 0.009 3.770 -5.930 0.150 1.627 0.262 -0.315
C -1.045 4.635 -5.635 1.496 3.126 1.876 0.679
O -0.944 5.844 -5.314 -0.381 -5.164 -1.675 -0.563
O -2.160 3.906 -5.594 -1.557 -0.744 0.230 -0.306
F -0.467 2.861 -7.829 -1.178 0.718 -3.746 -0.267
H -1.742 1.845 -4.951 -0.039 0.874 0.612 0.302
H -2.458 1.909 -6.509 -1.258 0.998 0.060 0.324
H 0.091 1.741 -6.444 0.351 0.191 0.852 0.299
C -2.639 -6.239 -3.609 -0.320 -0.481 1.527 -0.297
C -3.387 -6.290 -2.226 1.698 -3.691 -0.919 0.365
O -4.072 -5.139 -2.116 -1.772 0.785 1.250 -0.291
C -3.813 -4.321 -3.117 1.239 2.425 -3.250 0.694
O -4.171 -3.198 -3.395 -0.142 -2.138 1.690 -0.526
O -2.935 -4.939 -3.966 -0.080 1.167 -1.180 -0.354
F -2.542 -6.448 -1.181 1.232 0.820 0.861 -0.296
H -2.993 -6.999 -4.305 -0.583 0.276 -0.122 0.252
H -1.563 -6.408 -3.572 0.047 0.287 0.562 0.247
H -3.911 -7.239 -2.121 -1.321 0.571 -0.418 0.206
C 9.366 4.109 -3.574 0.216 1.365 -0.056 -0.339
C 10.443 4.762 -2.651 -0.457 -1.095 -0.391 0.334
O 11.632 4.484 -3.352 0.975 0.898 0.754 -0.310
C 11.374 4.057 -4.579 1.469 -1.680 -3.545 0.724
O 12.121 3.863 -5.527 -0.636 0.902 2.618 -0.564
O 10.096 3.758 -4.699 0.026 -0.955 -1.205 -0.338
F 10.467 4.079 -1.473 0.160 0.312 0.137 -0.279
H 8.724 4.849 -4.051 -1.044 -0.121 1.253 0.258
H 8.960 3.191 -3.149 -0.458 0.501 0.263 0.257
H 10.405 5.835 -2.467 -0.248 -0.143 0.169 0.257
C -1.793 9.710 -0.148 -1.474 -2.948 1.734 -0.535
C -1.765 11.177 0.097 1.154 -2.115 -3.953 0.357
O -0.618 11.318 -0.751 0.206 4.106 -1.528 -0.366
C 0.172 10.230 -0.895 2.384 2.298 1.479 0.727
O 1.329 10.249 -1.192 -0.688 0.069 -0.957 -0.534
O -0.439 9.278 -0.307 -1.935 -2.977 0.728 -0.319
F -1.454 11.548 1.293 0.338 0.772 2.558 -0.247
H -2.343 9.392 -1.034 -0.161 0.453 -0.015 0.323
H -2.168 9.144 0.705 -0.158 -0.030 -0.014 0.293
H -2.648 11.685 -0.292 0.346 0.366 -0.038 0.300
C 2.716 -10.244 -2.552 -2.416 0.012 -1.075 -0.456
C 3.725 -9.340 -1.936 -0.045 -0.412 2.105 0.321
O 3.919 -10.026 -0.747 1.067 -3.276 1.097 -0.303
C 3.817 -11.393 -1.028 2.454 -1.319 1.688 0.625
O 4.404 -12.268 -0.415 -1.858 2.114 -1.197 -0.513
O 3.096 -11.587 -2.146 0.506 1.275 -0.558 -0.291
F 3.296 -8.167 -1.413 -0.318 0.969 -1.725 -0.270
H 2.530 -10.047 -3.607 0.680 -0.916 -0.259 0.323
H 1.718 -10.151 -2.122 0.094 0.759 0.382 0.256
H 4.694 -9.306 -2.435 -0.154 0.797 -0.456 0.307
C 12.221 -2.029 -1.543 1.182 0.518 1.272 -0.641
O 11.382 -3.101 -1.882 -1.255 -1.017 -0.971 -0.282
P 10.150 -2.877 -2.902 0.738 2.473 -0.597 0.917
O 9.324 -3.986 -3.352 0.606 -0.761 0.401 -0.688
O 10.839 -1.981 -4.096 -0.670 -0.888 1.652 -0.242
C 11.971 -2.452 -4.811 -0.151 -0.021 -1.890 -0.787
O 9.303 -1.727 -2.190 1.349 0.231 -0.505 -0.220
C 8.336 -1.976 -1.180 -0.175 0.086 -0.339 -0.658
H 12.600 -2.246 -0.545 -0.034 -0.160 0.082 0.295
H 11.761 -1.046 -1.441 -0.429 -0.150 -0.509 0.307
H 13.118 -1.970 -2.161 -0.284 -0.027 -0.428 0.250
H 12.853 -1.824 -4.681 -0.061 -0.169 0.596 0.284
H 11.721 -2.345 -5.867 -0.131 0.396 -0.152 0.311
H 12.188 -3.520 -4.818 -0.013 -0.079 1.107 0.351
H 8.516 -1.346 -0.309 0.192 0.150 -0.166 0.245
H 8.376 -3.012 -0.846 -0.440 -0.031 -0.207 0.333
H 7.421 -1.659 -1.680 -0.436 -0.534 0.654 0.225
C -4.619 5.083 6.637 -0.120 0.564 0.286 -0.600
O -4.262 3.711 6.810 0.038 -0.769 1.163 -0.340
P -3.604 3.153 8.175 -0.319 0.353 0.154 1.087
O -3.819 1.737 8.509 0.518 0.639 -0.985 -0.676
O -2.065 3.668 8.083 -1.202 -0.463 0.726 -0.271
C -1.121 2.968 7.307 0.925 -0.708 -1.549 -0.781
O -4.270 4.084 9.300 0.475 0.242 -3.702 -0.290
C -3.688 4.228 10.527 -0.432 -0.814 2.541 -0.742
H -4.030 5.487 5.814 -0.172 0.013 0.039 0.257
H -4.483 5.683 7.536 0.533 -0.163 0.043 0.298
H -5.691 5.189 6.468 0.029 -0.437 -0.483 0.266
H -1.382 1.988 6.906 -0.934 -0.181 0.541 0.341
H -0.176 2.758 7.808 -0.177 0.613 0.486 0.284
H -0.928 3.514 6.383 0.199 0.464 0.197 0.286
H -3.002 3.418 10.777 0.333 0.091 -0.194 0.345
H -4.566 4.032 11.143 0.389 0.553 0.984 0.283
H -3.238 5.201 10.723 -0.076 0.001 -0.255 0.253
C -10.186 -1.861 1.639 3.371 0.127 -3.006 -0.748
O -11.347 -1.828 2.339 -2.919 0.056 1.906 -0.325
P -12.279 -3.084 2.602 -2.857 -1.890 -0.279 1.036
O -11.633 -4.313 3.047 0.640 -0.059 0.560 -0.631
O -13.584 -2.690 3.579 3.786 2.528 -1.543 -0.370
C -14.323 -3.651 4.260 -1.249 -1.479 -1.406 -0.652
O -13.008 -3.405 1.167 1.879 4.014 1.683 -0.326
C -13.822 -4.464 0.908 0.466 -2.410 -1.385 -0.677
H -9.242 -1.462 2.011 -0.395 -0.162 2.090 0.327
H -10.156 -1.156 0.808 -1.263 -0.161 -0.593 0.320
H -9.866 -2.823 1.239 -0.617 -0.287 0.115 0.317
H -15.084 -3.860 3.508 -0.527 -0.775 0.293 0.277
H -14.902 -3.293 5.111 0.862 0.373 0.262 0.256
H -13.746 -4.564 4.409 -0.026 0.125 0.537 0.347
H -13.239 -5.023 0.176 -0.148 -0.594 -0.207 0.259
H -14.708 -4.196 0.332 -0.384 0.287 0.799 0.242
H -13.919 -5.166 1.736 -0.618 0.307 0.171 0.349
C -1.961 1.273 1.061 -0.019 1.835 0.009 -0.746
O -0.586 1.719 1.059 0.604 -0.040 -0.631 -0.285
P 0.563 0.705 0.629 0.367 -1.426 1.047 1.082
O 0.428 -0.022 -0.661 -0.411 0.592 1.439 -0.680
O 1.946 1.496 0.717 -0.784 -0.638 1.411 -0.305
C 2.255 2.321 -0.352 0.122 1.437 -1.884 -0.736
O 0.627 -0.165 2.029 0.347 0.472 -1.522 -0.288
C 0.480 -1.578 1.943 0.430 -0.757 -1.374 -0.770
H -2.523 2.194 0.909 -0.048 0.043 -0.555 0.280
H -2.276 1.065 2.083 0.319 -1.203 -0.182 0.270
H -2.150 0.612 0.215 -0.124 -0.424 0.584 0.363
H 1.886 3.337 -0.207 -0.407 -0.025 0.132 0.282
H 1.831 1.904 -1.266 0.007 0.155 -0.144 0.339
H 3.316 2.482 -0.545 0.214 -0.700 0.580 0.249
H 0.869 -1.970 1.003 -0.209 0.388 -0.556 0.331
H -0.581 -1.827 1.940 0.154 -0.274 0.640 0.307
H 1.147 -2.143 2.596 -0.576 0.574 0.995 0.307
```
Forces are in eV/Å.

Entry from OMol25: a cluster of 2 separate species, C2H5FS in total in a non-equilibrium geometry (ωB97M-V with the def2-TZVPD basis set).

Values from the calculation:
SMILES   CC=S.F
Highest occupied orbital energy   -9.345 eV
Electronic energy   -577.2137 hartree
LUMO level   -0.01259 Eh
2S+1   1

```
9
Properties=species:S:1:pos:R:3:forces:R:3:mulliken_charge:R:1
C 1.102 -0.923 0.474 0.182 -0.859 -0.842 -0.839
C 0.130 0.061 -0.025 0.001 2.193 1.798 0.128
F -2.397 1.946 -0.458 -2.272 1.979 2.439 -0.389
S -0.706 -0.080 -1.367 0.007 -0.384 -1.058 -0.374
H 1.349 -1.656 -0.352 0.050 0.886 1.023 0.296
H 0.436 -1.477 1.169 1.014 0.081 0.403 0.266
H 1.996 -0.404 0.911 -0.893 -0.892 -0.059 0.288
H -0.032 0.951 0.730 0.104 -1.522 -1.631 0.277
H -1.879 1.583 -1.082 1.807 -1.483 -2.073 0.346
```
Forces are in eV/Å.

> Which formula does entry 3 have?

C27H51F5O31P4

> Which formula does entry 2 have?

C4H10O